# 1
DFT (ωB97M-V/def2-TZVPD) results for a cluster of 2 separate species, C19H18N3O4S in total.

## Properties
molar mass = 384.44 Da
lowest unoccupied orbital energy = 0.027 Ha
net charge = -1
E_tot = -1598.14205 Ha

Cartesian coordinates (Å):
C1 2.6746 -5.1104 -2.0067
C2 3.1948 -3.8568 -1.3529
O1 2.1383 -2.8728 -1.5417
C3 2.3978 -1.6239 -1.1406
C4 1.2382 -0.6984 -1.4635
C5 1.5068 0.6238 -2.0249
N1 0.0914 -1.3063 -1.4482
C6 -1.1006 -0.9031 -1.7703
C7 -2.2107 -1.8183 -1.9325
C8 -3.5361 -1.3260 -1.9631
C9 -4.6043 -2.1991 -2.1266
C10 -4.3716 -3.5752 -2.2914
C11 -3.0571 -4.0727 -2.2672
C12 -1.9791 -3.2055 -2.0618
O2 3.4052 -1.2599 -0.5578
H1 3.3090 -5.9568 -1.7474
H2 1.6499 -5.3346 -1.6970
H3 2.6836 -5.0035 -3.0949
H4 3.3651 -3.9961 -0.2765
H5 4.1192 -3.5049 -1.8332
H6 2.5895 0.7806 -2.0671
H7 1.0703 0.7182 -3.0359
H8 1.0554 1.3915 -1.3875
H9 -1.3096 0.1757 -1.8854
H10 -3.6930 -0.2518 -1.8361
H11 -5.6263 -1.8122 -2.1315
H12 -5.2148 -4.2582 -2.4305
H13 -2.8730 -5.1385 -2.4082
H14 -0.9556 -3.5754 -1.9982
O3 -0.1471 7.3130 5.3550
N2 -0.6991 6.1866 5.3779
O4 -1.5817 5.8819 6.2123
C13 -0.2966 5.2293 4.3993
C14 -0.9143 3.9621 4.3593
C15 -0.5971 3.0865 3.3300
C16 0.4205 3.4079 2.3984
N3 0.8415 2.4503 1.4794
C17 1.9159 2.0952 0.9902
S1 3.3154 1.6802 0.4604
C18 0.9952 4.7007 2.4309
C19 0.6660 5.5951 3.4407
H15 -1.6330 3.6994 5.1297
H16 -1.0853 2.1171 3.2287
H17 1.7205 4.9863 1.6682
H18 1.1219 6.5790 3.5180



# 2
DFT (ωB97M-V/def2-TZVPD) results for the molecule C19H18N4O2S3.

## Properties
molar mass = 430.58 Da
ΔE to the lowest compared entry with this formula, charge and spin = 0.121 eV
SMILES = C[C@H]1Cc2ccccc2N1C(=O)CSc1nnc(NC(=O)Cc2cccs2)s1
lowest unoccupied orbital energy = 0.013 Ha
net charge = 0
E_tot = -2298.90996 Ha

Cartesian coordinates (Å):
C1 -1.8829 -1.5015 -2.2055
C2 -2.1169 -2.2772 -0.9090
C3 -0.9998 -3.3199 -0.7192
C4 -0.0113 -2.5745 0.1274
C5 1.3182 -2.8297 0.3749
C6 2.0154 -1.9745 1.2199
C7 1.3781 -0.8976 1.8099
C8 0.0362 -0.6325 1.5664
C9 -0.6466 -1.4780 0.7124
N1 -1.9733 -1.3955 0.2549
C10 -2.9106 -0.6043 0.8192
O1 -2.7225 0.0131 1.8483
C11 -4.2623 -0.5024 0.1053
S1 -4.8109 1.2416 0.1883
C12 -3.2825 1.9497 -0.1983
N2 -2.3840 1.3015 -0.8556
N3 -1.2062 1.8987 -0.9048
C13 -1.1645 3.0293 -0.2898
N4 -0.0530 3.7947 -0.1194
C14 1.2826 3.4047 -0.1466
O2 2.1242 4.2270 0.1082
C15 1.5236 1.9589 -0.4927
C16 2.8942 1.4776 -0.1572
C17 3.6877 1.7972 0.8978
C18 4.8962 1.0627 0.9235
C19 4.9976 0.1864 -0.1049
S2 3.6218 0.2444 -1.1357
S3 -2.7238 3.4961 0.4218
H1 -2.5371 -0.6388 -2.2808
H2 -0.8588 -1.1370 -2.2273
H3 -2.0483 -2.1523 -3.0604
H4 -3.1081 -2.7388 -0.9029
H5 -0.5851 -3.6438 -1.6722
H6 -1.3603 -4.2029 -0.1843
H7 1.8099 -3.6754 -0.0817
H8 3.0613 -2.1524 1.4184
H9 1.9325 -0.2440 2.4663
H10 -0.4605 0.1982 2.0391
H11 -5.0185 -1.0637 0.6550
H12 -4.2420 -0.8066 -0.9360
H13 -0.1985 4.7487 0.1908
H14 0.7825 1.3405 0.0263
H15 1.3275 1.8319 -1.5605
H16 3.4309 2.5460 1.6241
H17 5.6515 1.1860 1.6789
H18 5.7961 -0.4914 -0.3322



# 3
DFT (ωB97M-V/def2-TZVPD) results for a structure of composition C19H19CaN3O10S3.

## Properties
molar mass = 585.65 Da
lowest unoccupied orbital energy = 0.170 Ha
net charge = -2
E_tot = -3524.31109 Ha

Cartesian coordinates (Å):
Ca1 0.7254 0.3583 0.0912
O1 -2.3363 -2.2387 0.1465
S1 -1.0425 -1.7354 0.5283
O2 -0.0293 -1.7495 -0.5380
O3 -1.0653 -0.4239 1.1892
C1 -0.4390 -2.8897 1.7717
C2 -1.1335 -4.0925 1.8511
C3 -0.7454 -5.0802 2.7459
C4 0.3517 -4.8754 3.5659
C5 1.0425 -3.6726 3.4939
C6 0.6675 -2.6654 2.6156
S2 1.7337 -1.1429 2.9200
O4 1.9056 -0.6261 1.5197
O5 0.6056 -0.4060 3.7162
O6 1.7398 0.5944 3.9207
H1 -1.9870 -4.2267 1.2006
H2 -1.3057 -6.0065 2.8036
H3 0.6646 -5.6429 4.2647
H4 1.8960 -3.4943 4.1424
C7 -3.7754 3.4967 0.5280
C8 -2.3606 3.3020 0.9659
C9 -1.5867 3.9401 1.9137
C10 -0.3377 3.2820 1.8753
N1 -0.3461 2.3195 0.9657
N2 -1.5851 2.3591 0.4233
C11 0.8929 3.5534 2.6801
H5 -4.1408 4.4713 0.8516
H6 -4.4279 2.7279 0.9482
H7 -3.8575 3.4354 -0.5586
H8 -1.8810 4.7634 2.5480
H9 -1.8437 1.7117 -0.3266
H10 0.7940 4.4970 3.2197
H11 1.7597 3.6143 2.0188
H12 1.0820 2.7396 3.3848
C12 3.3066 2.3623 -0.7780
O7 1.9489 2.0591 -0.9080
H13 3.9323 1.4704 -0.6401
H14 3.4411 3.0055 0.1020
H15 3.6858 2.8992 -1.6558
O8 -2.1410 0.5291 -1.9665
C13 -0.9706 0.4188 -2.3500
N3 0.0275 1.1963 -1.8643
S3 1.5665 0.8252 -2.4082
O9 2.2031 1.7163 -3.3730
O10 2.3560 -0.1926 -1.6486
C14 0.8403 -0.3963 -3.5919
C15 1.5002 -1.2081 -4.5026
C16 0.7585 -2.1376 -5.2227
C17 -0.6207 -2.2692 -5.0242
C18 -1.2702 -1.4665 -4.0942
C19 -0.5157 -0.5383 -3.3981
H16 2.5718 -1.1179 -4.6381
H17 1.2552 -2.7811 -5.9417
H18 -1.1795 -3.0053 -5.5914
H19 -2.3304 -1.5667 -3.8920